ORCA calculation (the ωB97M-V functional and the def2-TZVPD basis) on the molecule C5H8O2 in a non-equilibrium geometry.

```
! RIJCOSX wB97M-V def2-TZVPD def2/J DEFGRID3
* xyz 0 1
C -1.923 -1.083 -0.992
C -1.303 0.025 -0.445
C -0.465 -0.300 0.965
C 0.998 -0.300 0.652
C 1.643 0.801 -0.380
O 2.656 0.587 -0.972
O 0.968 1.908 -0.183
H -2.132 -1.973 -0.386
H -2.628 -1.017 -1.955
H -1.119 1.120 -0.810
H -0.611 -1.409 1.447
H -0.823 0.519 1.654
H 1.309 -1.183 0.099
H 1.613 -0.216 1.593
H 1.815 2.522 -0.287
*
```

Properties
SMILES   C=CCCC(=O)O
HOMO level   -9.80 eV


ORCA calculation (the ωB97M-V functional and the def2-TZVPD basis) on a structure of composition C5H8O2.

```
! RIJCOSX wB97M-V def2-TZVPD def2/J DEFGRID3
* xyz 0 1
C -0.791 1.338 -0.380
C -0.150 0.050 0.115
C -1.072 -0.991 0.722
C 0.959 -0.534 -0.781
C 1.884 0.012 0.295
O 3.058 0.103 0.488
O 0.877 0.438 1.102
H -0.103 1.873 -1.045
H -1.731 1.176 -0.915
H -0.985 1.990 0.477
H -0.462 -1.748 1.226
H -1.757 -0.561 1.459
H -1.662 -1.494 -0.054
H 0.977 -1.626 -0.839
H 1.083 -0.105 -1.778
*
```

Properties
HOMO level   -10.41 eV


ORCA calculation (the ωB97M-V functional and the def2-TZVPD basis) on the molecule C5H8O2 in a non-equilibrium geometry.

```
! RIJCOSX wB97M-V def2-TZVPD def2/J DEFGRID3
* xyz 0 1
C -2.488 -0.695 -1.340
C -1.422 -0.020 -1.788
O -0.186 0.065 -1.261
C 0.198 -0.829 -0.309
C 0.908 -0.474 0.754
O 1.217 0.817 0.999
C 1.601 1.038 2.352
H -3.428 -0.669 -1.877
H -2.453 -1.331 -0.443
H -1.471 0.566 -2.682
H -0.085 -1.842 -0.507
H 1.277 -1.218 1.458
H 2.400 0.366 2.659
H 0.755 0.879 3.043
H 1.981 2.070 2.425
*
```

Properties
SMILES   C=CO/C=C\OC
HOMO level   -8.31 eV


ORCA calculation (the ωB97M-V functional and the def2-TZVPD basis) on the molecule C5H8O2 in a non-equilibrium geometry.

```
! RIJCOSX wB97M-V def2-TZVPD def2/J DEFGRID3
* xyz 0 1
C 0.479 -1.017 1.815
C 1.093 -0.494 0.458
C 0.090 -0.430 -0.985
C -0.682 0.789 -0.672
O -0.711 1.194 0.474
C -1.354 1.750 -1.648
O -1.130 1.855 -2.825
H 0.054 -0.242 2.472
H 1.255 -1.523 2.419
H -0.307 -1.760 1.657
H 1.848 -1.194 0.142
H 1.559 0.479 0.694
H 0.287 -0.470 -2.105
H -0.446 -1.357 -0.811
H -2.035 2.419 -1.084
*
```

Properties
SMILES   CCCC(=O)C=O
HOMO level   -9.79 eV


ORCA calculation (the ωB97M-V functional and the def2-TZVPD basis) on the molecule C5H8O2.

```
! RIJCOSX wB97M-V def2-TZVPD def2/J DEFGRID3
* xyz 0 1
C -1.369 0.953 -0.315
C -0.216 0.089 0.106
C 0.102 -0.416 1.501
O 1.500 -0.354 1.238
C 1.280 0.259 -0.094
C 1.394 -0.698 -1.226
O -0.193 -1.106 -0.943
H -1.618 1.756 0.391
H -1.161 1.400 -1.292
H -2.236 0.297 -0.407
H -0.290 -1.423 1.693
H -0.204 0.231 2.341
H 1.794 1.220 -0.180
H 1.280 -0.186 -2.192
H -0.065 -2.020 -0.623
*
```

Properties
HOMO level   -7.42 eV


ORCA calculation (the ωB97M-V functional and the def2-TZVPD basis) on a cluster of 2 separate species, C5H8O2 in total in a non-equilibrium geometry.

```
! RIJCOSX wB97M-V def2-TZVPD def2/J DEFGRID3
* xyz 0 1
C 1.228 -1.619 0.571
C 0.133 -1.504 1.366
C -0.101 -1.463 -0.085
C -0.207 1.543 0.586
C -0.592 1.044 -0.766
O -0.781 -2.192 -1.055
O 0.123 1.366 -1.913
H 2.197 -1.803 0.530
H -0.395 -1.565 2.244
H 0.854 1.921 0.768
H -0.599 0.877 1.470
H -0.618 2.514 0.895
H -1.602 0.779 -1.102
H -0.529 -1.827 -1.877
H 0.891 1.929 -1.630
*
```

Properties
HOMO level (spin up / spin down)   -6.49 / -6.26 eV


ORCA calculation (the ωB97M-V functional and the def2-TZVPD basis) on the molecule C5H8O2.

```
! RIJCOSX wB97M-V def2-TZVPD def2/J DEFGRID3
* xyz 0 1
C -0.328 -1.525 1.391
C 1.442 -0.708 -0.231
O -0.203 -1.130 0.006
C 0.298 0.194 -0.375
C -0.282 0.855 -1.622
O -0.604 2.038 -0.878
C -0.107 1.480 0.346
H 0.667 -1.781 1.745
H -0.767 -0.750 2.028
H -0.985 -2.398 1.394
H 1.576 -1.174 -1.224
H 0.488 1.052 -2.379
H -1.156 0.394 -2.097
H -0.904 1.408 1.096
H 0.736 2.048 0.753
*
```

Properties
HOMO level   -8.35 eV


ORCA calculation (the ωB97M-V functional and the def2-TZVPD basis) on the molecule C5H8O2.

```
! RIJCOSX wB97M-V def2-TZVPD def2/J DEFGRID3
* xyz 0 1
O 0.962 1.846 -1.595
C 0.828 0.771 -1.077
C 0.955 -0.674 -1.584
C -0.119 -1.011 -0.536
C 0.279 0.235 0.281
C -0.775 0.832 1.201
O -0.989 -0.137 2.223
H 0.760 -0.932 -2.628
H 1.922 -1.095 -1.280
H -0.068 -1.988 -0.060
H -1.118 -0.847 -0.958
H 1.163 0.000 0.893
H -0.443 1.784 1.637
H -1.708 1.010 0.647
H -1.650 0.208 2.837
*
```

Properties
SMILES   O=C1CC[C@@H]1CO
HOMO level   -9.63 eV


The evaluated energy relative to the best compared isomer or geometry (same formula, charge and spin) for the records listed, in turn: 60.0 4.3 59.2 53.7 131.1 171.8 139.6 31.0 kcal/mol.